{
  "formula": "C25H40CdN5O9P2",
  "method": "ωB97M-V/def2-TZVPD",
  "e_tot_ev": -75596.9035,
  "lumo_ev": -3.8,
  "e_homo_ev": -10.210,
  "charge": 1,
  "e_above_lowest_kcal_mol": 15.9,
  "homo_lumo_gap_ev": 6.44,
  "species": ["Cd", "O", "C", "O", "C", "C", "C", "C", "C", "N", "C", "O", "O", "H", "H", "H", "H", "H", "C", "N", "C", "P", "O", "O", "P", "O", "N", "C", "C", "N", "C", "C", "N", "C", "C", "H", "H", "H", "H", "H", "H", "H", "H", "H", "H", "H", "H", "H", "H", "H", "H", "H", "H", "H", "H", "H", "H", "H", "H", "C", "C", "C", "C", "C", "C", "C", "C", "C", "C", "O", "O", "H", "H", "H", "H", "H", "H", "H", "H", "H", "H", "H"],
  "coordinates": [[0.268619, -0.422264, 0.805909], [3.349865, 2.189171, -1.127937], [2.547814, 1.508295, -0.315300], [2.396021, 0.315074, -0.340576], [1.862722, 2.383216, 0.700544], [2.146990, 3.732883, 0.862509], [1.516755, 4.408797, 1.894786], [0.650384, 3.715964, 2.730394], [0.420784, 2.366247, 2.489859], [1.009631, 1.729407, 1.482104], [-0.431967, 1.459306, 3.357354], [-1.170651, 2.015919, 4.314472], [-0.419682, 0.269764, 3.198327], [3.798072, 1.551977, -1.712783], [2.847502, 4.223031, 0.204511], [1.713028, 5.457379, 2.063796], [0.192358, 4.236335, 3.559527], [-1.084631, 2.978371, 4.346820], [-3.176416, -2.632220, -1.400524], [-1.840974, -2.229806, -1.821841], [-0.807878, -3.233741, -1.553145], [-1.395349, -0.693161, -2.110174], [-0.146845, -0.230662, -1.441840], [-2.676248, 0.184967, -1.604925], [-2.939476, 0.758265, -0.122182], [-1.961966, 0.205625, 0.851938], [-2.902599, 2.388527, -0.399742], [-1.792656, 2.929844, -1.177113], [-3.205716, 3.210083, 0.768837], [-4.469258, 0.426183, 0.317308], [-4.769460, -0.621355, 1.289598], [-5.571685, 0.758842, -0.573993], [-1.311826, -0.431204, -3.719956], [-2.399391, -0.888552, -4.573400], [-0.578938, 0.711642, -4.245228], [-3.398978, -3.610310, -1.831316], [-3.928131, -1.927317, -1.747944], [-3.233443, -2.717250, -0.311532], [-0.988686, -4.114026, -2.171103], [-0.802612, -3.512320, -0.496138], [0.170353, -2.828813, -1.799057], [-1.685213, 2.390485, -2.113436], [-0.840392, 2.885086, -0.630703], [-2.010270, 3.972854, -1.406502], [-4.103891, 2.844838, 1.261030], [-3.379996, 4.233737, 0.438864], [-2.381064, 3.209762, 1.492717], [-3.879989, -0.862221, 1.863980], [-5.134262, -1.523187, 0.790888], [-5.545007, -0.264582, 1.969552], [-5.305141, 1.607320, -1.199949], [-6.444638, 1.024946, 0.022204], [-5.831639, -0.090777, -1.211015], [-2.776337, -1.844096, -4.217603], [-2.018643, -1.031903, -5.584714], [-3.219296, -0.164928, -4.606560], [0.212103, 0.989699, -3.553343], [-1.237103, 1.569898, -4.414649], [-0.128704, 0.433752, -5.198878], [6.617698, -0.359854, 1.220100], [5.312630, -1.104990, 1.202503], [4.890900, -1.786311, 0.072541], [3.690050, -2.487713, 0.039499], [3.310151, -3.242304, -1.202501], [2.871448, -2.476106, 1.168989], [3.294801, -1.827838, 2.337799], [2.502217, -1.909617, 3.616396], [4.508560, -1.153946, 2.335456], [1.529203, -3.186279, 1.154347], [1.443202, -4.388649, 1.029738], [0.486153, -2.408885, 1.260853], [7.205144, -0.572990, 0.329601], [7.212808, -0.631813, 2.090577], [6.457556, 0.718990, 1.265259], [5.524792, -1.796320, -0.806390], [4.146766, -3.272191, -1.899052], [2.471705, -2.771003, -1.714687], [3.010855, -4.259718, -0.958213], [2.097704, -2.909876, 3.767741], [1.651154, -1.227649, 3.629095], [3.137921, -1.665731, 4.467848], [4.850663, -0.682032, 3.249750]],
  "forces_ev_per_angstrom": [[0.1730, 0.0926, 0.1545], [0.0223, -0.1486, -0.0288], [0.0727, -0.1385, 0.0614], [-0.0970, 0.2451, -0.1393], [-0.0030, 0.0339, 0.0745], [-0.0652, -0.1090, 0.0320], [-0.0387, -0.1092, 0.0108], [0.0562, -0.0930, -0.0932], [0.0492, 0.0591, -0.0218], [-0.0126, 0.1148, -0.0949], [0.0401, -0.1859, -0.0373], [-0.0015, 0.1019, 0.0050], [-0.0291, 0.2287, 0.0410], [-0.0518, 0.0867, 0.0863], [0.0306, 0.0112, -0.0169], [0.0047, 0.0442, 0.0038], [-0.0115, 0.0209, 0.0353], [-0.0221, -0.1470, -0.0153], [-0.0505, -0.0619, -0.0062], [-0.1613, 0.3809, 0.2050], [0.1265, -0.1339, -0.0663], [-0.0540, -0.2250, -0.1028], [0.0194, 0.1282, -0.0224], [0.0157, 0.0101, -0.0413], [-0.2121, 0.0349, -0.0460], [0.1353, 0.0650, 0.0206], [0.1071, -0.1823, 0.0692], [0.0495, 0.0124, -0.0781], [-0.1151, 0.0586, 0.0448], [0.2305, -0.0711, -0.1036], [-0.0131, -0.0194, 0.0906], [-0.0720, 0.0843, -0.0268], [0.0122, -0.0685, 0.2075], [-0.0154, -0.0814, -0.0777], [0.0709, 0.0577, -0.0096], [-0.0123, 0.0338, 0.0102], [-0.0126, 0.0024, -0.0055], [-0.0034, -0.0153, 0.0056], [0.0167, -0.0096, 0.0068], [0.0241, 0.0112, -0.0895], [0.0586, -0.0465, -0.0067], [0.0273, -0.0066, -0.0138], [-0.0188, 0.0166, -0.0106], [0.0122, -0.0086, -0.0119], [0.0037, 0.0038, 0.0364], [-0.0155, 0.0037, 0.0241], [0.0098, 0.0324, 0.0059], [0.0093, -0.0195, 0.0187], [0.0073, 0.0027, 0.0090], [0.0098, -0.0158, -0.0119], [-0.0215, 0.0050, -0.0289], [-0.0237, 0.0136, -0.0147], [-0.0295, -0.0012, -0.0192], [-0.0322, -0.0272, 0.0165], [-0.0104, 0.0001, 0.0055], [-0.0175, 0.0113, -0.0234], [0.0061, 0.0103, -0.0148], [-0.0089, 0.0247, -0.0053], [0.0081, 0.0191, 0.0048], [0.0144, 0.0256, 0.0061], [-0.0087, 0.0171, 0.0175], [-0.0107, -0.0143, -0.0125], [-0.0191, 0.0089, 0.0494], [0.0244, -0.0693, 0.0086], [-0.0101, -0.0369, 0.1704], [-0.0403, -0.0357, -0.0206], [-0.0525, 0.0064, 0.0494], [-0.0213, 0.0410, -0.0753], [0.2542, 0.1492, -0.2019], [0.0530, -0.1272, -0.0088], [-0.2869, -0.1613, 0.1475], [0.0356, -0.0097, -0.0378], [0.0360, -0.0152, 0.0373], [-0.0047, 0.0429, 0.0030], [0.0430, -0.0125, -0.0484], [-0.0070, -0.0229, -0.0154], [-0.1196, 0.0988, -0.0428], [0.0009, -0.0280, -0.0111], [0.0015, -0.0352, -0.0006], [-0.0462, 0.0410, -0.0513], [-0.0208, -0.0185, -0.0099], [0.0084, 0.0187, 0.0462]],
  "lowdin_charge": [1.466, 0.154, -0.453, 0.073, -0.161, 0.044, 0.002, 0.027, -0.167, 0.125, -0.466, 0.166, 0.073, 0.156, 0.131, 0.127, 0.122, 0.108, -0.082, -0.285, -0.066, 0.479, -0.349, -0.260, 0.473, -0.332, -0.284, -0.078, -0.085, -0.298, -0.077, -0.083, -0.292, -0.082, -0.092, 0.098, 0.072, 0.090, 0.098, 0.081, 0.066, 0.063, 0.078, 0.095, 0.086, 0.093, 0.073, 0.081, 0.084, 0.093, 0.082, 0.093, 0.087, 0.079, 0.093, 0.091, 0.073, 0.087, 0.093, -0.049, -0.276, -0.022, -0.218, -0.021, -0.095, -0.218, -0.027, -0.016, -0.631, 0.083, -0.202, 0.074, 0.082, 0.075, 0.114, 0.079, 0.069, 0.087, 0.095, 0.055, 0.081, 0.117]
}